Here is a cluster of 5 separate species, C21H36N5O8P in total in a non-equilibrium geometry from the OMol25 dataset. Energies are from ωB97M-V/def2-TZVPD.

Geometry as XYZ:
```
71
Properties=species:S:1:pos:R:3:forces:R:3
C -0.17819 3.05904 1.63007 -0.0148 -0.0965 0.1890
C 1.14458 2.41944 1.92237 -0.3322 0.3003 -0.0537
C 2.13560 2.29819 0.95991 -0.1759 -0.1635 -0.2954
C 3.37183 1.71927 1.25056 0.2677 0.0967 -0.6217
P 4.81402 1.49335 0.11880 0.8667 -0.7000 0.7432
O 5.26454 3.04041 -0.29565 -0.4770 -0.7469 0.4903
O 4.21707 0.97996 -1.32341 -0.5179 0.6269 -0.1047
C 3.63830 1.21655 2.51787 0.2292 0.0257 -0.0305
C 2.64781 1.33140 3.46089 0.4386 -0.1146 0.4869
C 1.44072 1.92419 3.17907 -0.1800 0.1804 0.4344
C 0.62661 1.89931 4.43487 0.0369 -0.0657 0.0543
O -0.48097 2.31727 4.65806 0.1666 -0.0200 -0.1577
N 1.42308 1.26121 5.41324 0.0580 -0.6188 -0.1637
C 2.66946 0.87015 4.88219 -0.1775 0.1740 -0.5591
O 3.53848 0.28250 5.46518 -0.1434 -0.0819 0.0886
H -0.15428 3.64696 0.71628 0.0885 0.0153 -0.0423
H -0.46116 3.68101 2.47727 -0.1230 0.1302 -0.0925
H -0.94089 2.28343 1.54417 -0.0033 -0.0256 -0.0455
H 1.90022 2.65664 -0.03703 0.2836 -0.0286 0.1777
H 5.34035 3.49561 0.55782 0.0901 0.1805 -0.2359
H 4.02940 0.03492 -1.25138 0.1715 0.0817 -0.0639
H 4.59139 0.75917 2.75208 0.0100 -0.0511 0.0259
H 0.96768 0.55061 5.97278 -0.0391 0.4889 0.5039
C 3.96023 4.44269 -2.42920 -0.0061 0.3235 -0.2089
C 2.46796 4.31926 -2.35670 0.0136 -0.0259 0.2255
O 1.91333 4.21996 -1.26916 -0.3075 0.2143 -0.2903
N 1.75106 4.30578 -3.50708 0.0677 -0.0153 -0.0056
C 2.24723 4.40445 -4.86563 -0.3021 -0.0209 0.1121
H 4.32960 4.41724 -1.41174 -0.0689 0.0833 -0.3089
H 4.38830 3.60284 -2.97803 0.0868 0.0547 -0.0105
H 4.25549 5.38147 -2.90343 0.0005 -0.0737 -0.1200
H 0.75707 4.21549 -3.36598 0.0004 0.0136 -0.0098
H 1.81578 5.27760 -5.35783 0.0901 0.0055 -0.0732
H 1.96617 3.51446 -5.43122 0.0897 0.0121 -0.0737
H 3.32783 4.49658 -4.87319 0.0127 -0.0022 0.0361
C -2.15451 -0.15060 3.45326 0.1665 0.0047 -0.1226
C -1.50807 -0.69063 2.20259 -0.0647 -0.2670 -0.1638
O -0.42149 -0.24907 1.82262 -0.0467 0.0518 0.3645
N -2.13039 -1.66255 1.50795 0.0945 0.1961 0.0924
C -3.40592 -2.29406 1.79956 0.3264 0.0016 -0.2026
H -1.48295 0.61508 3.82880 -0.2975 -0.0697 0.0781
H -3.12324 0.29872 3.23197 -0.0393 -0.0485 0.0719
H -2.28127 -0.93460 4.20117 -0.0920 0.0113 -0.0166
H -1.61909 -1.97981 0.68686 -0.0543 -0.0625 -0.0167
H -3.26560 -3.36356 1.93740 -0.1491 -0.0208 0.0416
H -4.08620 -2.14295 0.96003 -0.1019 -0.0498 0.0701
H -3.85523 -1.87807 2.69569 0.0221 0.0342 0.0139
C 0.40902 -0.38997 -1.07863 -0.2493 -0.1007 -0.0129
C 0.07074 -1.73461 -1.66421 -0.0017 -0.0265 0.0198
O -0.67736 -2.52042 -1.09083 -0.0342 0.0167 -0.0334
N 0.61253 -2.06735 -2.86443 -0.0115 0.0506 0.0864
C 1.50845 -1.27840 -3.68634 -0.1122 -0.2900 -0.0328
H -0.10220 -0.31792 -0.11736 0.2331 0.1129 -0.1715
H 1.48213 -0.28835 -0.90812 -0.0109 0.0830 -0.0499
H 0.07090 0.40735 -1.74430 0.1269 0.0422 0.0043
H 0.33986 -2.97987 -3.19439 0.0161 -0.0002 -0.0087
H 1.05681 -1.09661 -4.66333 0.0674 0.0941 -0.0127
H 2.44810 -1.81371 -3.83548 0.0544 0.0919 -0.0264
H 1.72045 -0.32415 -3.21584 -0.0146 0.0220 0.0294
C -4.18041 -6.47035 -0.43639 0.0232 -0.0041 0.0344
C -5.06452 -5.40081 0.15886 -0.0018 0.0402 0.0750
O -4.92575 -5.01212 1.30690 -0.0272 -0.0614 -0.0155
N -6.03334 -4.87334 -0.63667 0.0890 -0.0960 -0.0525
C -6.34363 -5.20436 -2.01408 -0.1468 0.2286 0.2132
H -3.46503 -6.78361 0.31721 -0.0252 0.0464 0.0474
H -4.77201 -7.33452 -0.74109 0.0316 0.0090 -0.0848
H -3.63523 -6.08370 -1.29820 -0.0310 -0.0587 -0.0463
H -6.58735 -4.16622 -0.17984 -0.0093 -0.0039 -0.0061
H -6.23966 -4.31892 -2.64342 0.0247 -0.0647 -0.0907
H -7.37159 -5.56296 -2.08961 0.0260 -0.0614 -0.0928
H -5.67742 -5.97535 -2.38498 0.0190 -0.0077 0.0164
```
Forces are in eV/Å.

Its highest occupied orbital energy is -0.3103 Eh. Its SMILES is Cc1cc(P(O)O)cc2c1C(=O)NC2=O.CNC(C)=O.CNC(C)=O.CNC(C)=O.CNC(C)=O. For the total energy, the calculation gives -2038.9905 a.u. The calculation puts the LUMO energy at -0.099 eV. The calculation puts the maximum force at 0.026 Eh/bohr.